Record 1
Here is a molecular structure, C24H24FN5O2S in a non-equilibrium geometry from the Open Molecules 2025 dataset. Energies are from the ωB97M-V functional and the def2-TZVPD basis.

The relative energy (zero: lowest compared OMol25 entry of this formula, charge and spin) is 19.896 eV. The calculation puts the gap between HOMO and LUMO at 7.12 eV. As for the spin multiplicity: 1. For the lowest unoccupied orbital energy, the calculation gives -0.58 eV. The calculation puts the total energy at -1850.55596 Eh. Its molecular weight is 465.6 Da.

Cartesian coordinates (Å):
C (4.5356, -0.3856, -2.4802)
H (4.4474, 0.4081, -3.3152)
O (3.2340, -0.1319, -1.7017)
C (3.2014, -0.9464, -0.6738)
C (2.6582, -2.3166, -1.2355)
N (1.7156, -2.7135, -0.1529)
C (0.5335, -2.2551, -0.2348)
C (-0.4172, -2.7808, 0.8041)
C (0.5562, -3.4578, 1.6654)
C (1.7559, -3.3343, 1.0568)
C (3.0457, -4.1190, 1.6509)
H (3.8239, -3.3516, 1.5543)
H (3.4216, -4.6349, 0.6372)
H (2.9201, -4.4375, 2.5909)
H (0.3295, -3.8621, 2.5770)
C (-1.5763, -2.2543, 1.2619)
O (-2.4607, -1.7657, 0.3165)
C (-1.9337, -2.1271, 2.7054)
H (-1.4019, -2.6065, 3.3585)
H (-2.9310, -2.6196, 3.0244)
S (-2.2446, -0.4581, 2.9972)
C (-0.8919, 0.2052, 2.1849)
N (0.2155, -0.1259, 2.0205)
N (0.8823, 0.6668, 1.0882)
C (-0.3376, 1.2671, 0.3782)
N (-1.4049, 1.3039, 1.1506)
C (-2.5496, 1.9065, 0.7757)
C (-3.3906, 1.3766, -0.2102)
C (-4.4345, 1.9571, -0.4504)
C (-5.1761, 2.7721, 0.5065)
C (-4.6330, 2.9150, 1.6865)
C (-3.2973, 2.4864, 1.7378)
F (-2.6491, 2.8587, 3.0373)
H (-4.9693, 3.6524, 2.3251)
H (-6.1542, 3.0744, 0.2640)
H (-5.1721, 1.6003, -1.2566)
H (-2.8925, 0.8097, -1.1543)
C (0.1916, 2.5521, -0.3710)
C (-0.7155, 3.5729, -0.6708)
C (-0.3727, 4.3737, -1.6040)
C (0.6375, 4.3737, -2.5158)
N (1.5464, 3.0944, -2.2833)
C (1.2111, 2.2656, -1.5304)
H (1.8705, 1.5056, -1.5247)
H (0.8482, 4.7328, -3.4616)
H (-1.1431, 5.5264, -1.8760)
H (-1.5061, 3.9601, -0.0224)
C (-0.1749, -1.4232, -1.5035)
H (-1.3010, -1.4213, -1.3238)
H (0.5451, -0.8363, -1.5958)
H (-0.1759, -2.2939, -2.3502)
H (3.3967, -3.1902, -0.9793)
H (2.0753, -2.3053, -2.0391)
H (4.2284, -0.9521, -0.0677)
H (2.5219, -0.3123, 0.0720)
H (5.4864, -0.3545, -1.7328)
H (4.4718, -1.4443, -3.1107)



Record 2
Here is a molecular structure, C7H24NNaO8 in a non-equilibrium geometry from the Open Molecules 2025 dataset. Energies are from the ωB97M-V functional and the def2-TZVPD basis.

The relative energy (zero: lowest compared OMol25 entry of this formula, charge and spin) is 0.000 eV. The calculation puts the gap between HOMO and LUMO at 7.12 eV. As for the spin multiplicity: 1. For the lowest unoccupied orbital energy, the calculation gives -0.25 eV. The calculation puts the total energy at -1099.95766 Eh. Its molecular weight is 273.3 Da.

Cartesian coordinates (Å):
Na (-0.2136, 0.0254, 0.2449)
N (-3.2813, 1.7297, -1.0377)
O (-3.7273, 2.6876, -0.3717)
O (-3.7917, 1.4148, -2.1230)
O (-2.2490, 1.1342, -0.6353)
C (-1.1849, -3.7827, -2.0965)
C (-0.2032, -2.6390, -2.2065)
O (-0.7047, -1.4761, -1.5524)
H (-1.4479, -4.0101, -1.0630)
H (-0.8927, -4.7141, -2.5855)
H (-2.1325, -3.5157, -2.5785)
H (0.0376, -2.4000, -3.2469)
H (0.7544, -2.8923, -1.7439)
H (-1.2882, -1.0006, -2.1596)
C (0.3381, 3.5271, -1.4089)
C (1.4983, 2.5701, -1.2239)
O (1.1503, 1.2088, -1.4760)
H (0.7137, 4.5370, -1.5879)
H (-0.3325, 3.5687, -0.5474)
H (-0.3357, 3.2636, -2.2271)
H (1.8649, 2.6756, -0.1979)
H (2.3377, 2.8687, -1.8621)
H (1.4108, 1.0101, -2.3767)
C (2.9994, -0.8105, 0.0470)
O (2.0662, -0.7539, 1.1103)
H (3.2893, 0.1854, -0.2772)
H (3.9348, -1.2787, 0.3714)
H (2.6099, -1.3505, -0.8172)
H (2.1905, -1.5054, 1.6917)
C (0.5296, 1.5645, 3.0888)
O (-0.1110, 1.8596, 1.8407)
H (1.3358, 2.2757, 3.2746)
H (-0.2090, 1.6037, 3.8910)
H (0.9527, 0.5673, 3.0367)
H (-0.3740, 2.7825, 1.9015)
C (-1.0009, -1.9495, 3.0507)
O (-1.5196, -1.2102, 1.9526)
H (0.0768, -1.7987, 3.0636)
H (-1.4389, -1.5924, 3.9862)
H (-1.1842, -3.0246, 2.9656)
H (-2.4681, -1.3550, 1.8855)



Record 3
Here is 8 unconnected molecules or ions with the total composition C40H60N4O16 in a non-equilibrium geometry from the Open Molecules 2025 dataset. Energies are from the ωB97M-V functional and the def2-TZVPD basis.

The relative energy (zero: lowest compared OMol25 entry of this formula, charge and spin) is 0.000 eV. The calculation puts the gap between HOMO and LUMO at 8.94 eV. Its SMILES is O=[N+]([O-])c1ccccc1.O=[N+]([O-])c1ccccc1.O=[N+]([O-])c1ccccc1.O=[N+]([O-])c1ccccc1.COCCOC.COCCOC.COCCOC.COCCOC. As for the spin multiplicity: 1. For the lowest unoccupied orbital energy, the calculation gives -0.50 eV. The calculation puts the total energy at -2982.39542 Eh. Its molecular weight is 852.9 Da.

Cartesian coordinates (Å):
O (3.2037, 2.4135, 7.2231)
N (2.1759, 2.8302, 6.6727)
O (1.9233, 2.5977, 5.4967)
C (1.2108, 3.6603, 7.4541)
C (0.2439, 4.4289, 6.8252)
C (-0.7651, 5.0936, 7.5851)
C (-0.8021, 4.9510, 8.9489)
C (0.1577, 4.2034, 9.5813)
C (1.1425, 3.5723, 8.8134)
H (0.2613, 4.4832, 5.7467)
H (-1.4046, 5.8600, 7.1729)
H (-1.5492, 5.5323, 9.4688)
H (-0.0373, 4.1313, 10.6411)
H (1.9266, 3.0325, 9.3235)
O (-2.8876, -1.7221, 4.0251)
N (-2.5824, -0.5851, 4.4007)
O (-1.9740, -0.4099, 5.4744)
C (-2.8723, 0.6323, 3.5592)
C (-3.7820, 0.5700, 2.5364)
C (-4.0609, 1.6653, 1.7358)
C (-3.6005, 2.9112, 2.0804)
C (-2.7351, 2.9823, 3.1745)
C (-2.3220, 1.8874, 3.9532)
H (-4.2450, -0.3520, 2.2172)
H (-4.7671, 1.5911, 0.9220)
H (-3.8492, 3.8074, 1.5315)
H (-2.2841, 3.9149, 3.4799)
H (-1.7956, 2.0217, 4.8866)
O (-4.6008, -2.3476, -3.4277)
N (-4.7332, -2.6632, -2.2626)
O (-5.8306, -2.7836, -1.7228)
C (-3.4893, -2.7251, -1.4321)
C (-2.2739, -3.0264, -1.9830)
C (-1.1906, -3.2452, -1.1808)
C (-1.3306, -3.0637, 0.1883)
C (-2.5400, -2.7165, 0.7256)
C (-3.6617, -2.6218, -0.0608)
H (-1.9998, -3.1849, -3.0156)
H (-0.2326, -3.5231, -1.5946)
H (-0.5154, -3.2115, 0.8811)
H (-2.6681, -2.6090, 1.7926)
H (-4.6424, -2.6470, 0.3909)
O (1.9514, 4.4504, 1.8119)
N (1.2778, 3.5344, 2.2661)
O (0.4239, 3.7046, 3.1190)
C (1.3298, 2.1962, 1.5705)
C (2.0433, 2.0144, 0.4090)
C (2.0658, 0.7596, -0.1384)
C (1.3852, -0.3090, 0.4035)
C (0.7273, -0.1830, 1.5922)
C (0.7156, 1.0805, 2.1968)
H (2.3738, 2.8548, -0.1833)
H (2.5347, 0.5509, -1.0887)
H (1.5212, -1.3076, 0.0154)
H (0.3342, -1.0339, 2.1287)
H (0.2073, 1.2458, 3.1353)
C (-0.5937, -4.7409, -4.8334)
O (-1.4199, -3.7610, -5.4580)
C (-0.6333, -3.0202, -6.4261)
C (-0.2514, -1.6234, -5.8803)
O (0.6441, -1.6703, -4.8201)
C (1.0937, -0.4078, -4.3003)
H (0.0855, -4.3745, -4.0636)
H (-0.0611, -5.3701, -5.5465)
H (-1.2798, -5.3692, -4.2654)
H (-1.3436, -3.0034, -7.2528)
H (0.2050, -3.5374, -6.8928)
H (-1.1607, -1.2203, -5.4344)
H (0.1958, -0.9891, -6.6457)
H (0.3142, 0.0348, -3.6802)
H (1.4102, 0.2002, -5.1478)
H (1.9059, -0.3896, -3.5736)
C (5.6828, -2.0274, -2.7054)
O (5.0329, -0.7571, -2.2966)
C (5.5712, 0.3792, -2.9335)
C (4.7315, 1.6638, -2.6479)
O (3.4490, 1.7139, -3.2327)
C (3.4203, 2.1288, -4.5857)
H (5.8278, -2.1157, -3.7821)
H (5.1432, -2.8957, -2.3272)
H (6.7123, -1.9465, -2.3566)
H (5.4622, 0.1778, -3.9992)
H (6.6317, 0.5385, -2.7383)
H (5.3760, 2.4822, -2.9685)
H (4.6957, 1.7754, -1.5642)
H (3.9633, 3.0611, -4.7407)
H (2.4565, 2.5117, -4.9211)
H (3.6464, 1.3335, -5.2959)
C (-1.5525, 0.7423, -1.2679)
O (-2.3093, 1.6502, -2.0717)
C (-3.5375, 1.1104, -2.6382)
C (-4.5189, 2.2128, -2.7454)
O (-4.8117, 2.7260, -1.4702)
C (-5.3761, 4.0083, -1.5107)
H (-2.0821, 0.1187, -0.5477)
H (-0.7856, 1.2772, -0.7076)
H (-0.9822, 0.0674, -1.9062)
H (-3.8878, 0.2606, -2.0524)
H (-3.3946, 0.5193, -3.5428)
H (-5.4443, 1.7867, -3.1327)
H (-4.0343, 2.9422, -3.3945)
H (-5.1821, 4.4767, -0.5457)
H (-6.4409, 3.9973, -1.7432)
H (-4.9722, 4.6596, -2.2858)
C (2.4222, -2.8984, -2.2158)
O (2.1763, -3.5130, -0.9517)
C (3.2588, -3.4724, -0.0301)
C (2.7498, -4.1516, 1.2381)
O (1.5696, -3.5655, 1.8576)
C (1.5094, -3.5821, 3.3289)
H (1.4775, -2.6204, -2.6831)
H (2.9385, -3.5801, -2.8917)
H (2.9671, -1.9560, -2.1612)
H (3.6737, -2.4893, 0.1925)
H (4.0214, -4.1060, -0.4830)
H (3.5355, -4.3569, 1.9652)
H (2.4544, -5.1783, 1.0218)
H (1.7348, -4.5777, 3.7113)
H (0.5606, -3.3136, 3.7934)
H (2.2361, -2.8701, 3.7202)